(1)
The following is a quantum chemistry calculation of a cluster of 2 separate species, C6H16 in total, from the Open Molecules 2025 dataset.

Properties
- Kohn-Sham gap (alpha / beta): 2.61 / 11.36 eV
- Total charge: -1
- LUMO (alpha / beta): 3.99 / 4.04 eV
- F_max: 0.0980 hartree/bohr
- 2S+1: 2
- E_HOMO (alpha / beta): 1.38 / -7.32 eV
- Calculated total energy: -238.0729 Ha

Atoms and positions in Å:
C (1.16, -0.43, -0.42)
C (1.45, -0.90, -1.82)
C (0.81, -1.63, 0.59)
C (2.29, 0.60, 0.13)
H (0.30, 0.21, -0.56)
H (1.41, -2.02, -1.86)
H (0.25, -1.35, 1.45)
H (0.40, -2.58, 0.01)
H (1.82, -2.02, 0.91)
H (3.33, 0.29, 0.07)
H (2.09, 1.41, -0.44)
H (2.36, -0.57, -2.10)
H (0.55, -0.51, -2.47)
H (2.26, 0.87, 1.18)
C (-3.00, 0.41, 0.68)
C (-2.09, 1.79, 0.68)
H (-3.79, 0.40, 1.38)
H (-3.56, 0.23, -0.34)
H (-2.40, -0.40, 1.08)
H (-2.71, 2.60, 0.31)
H (-1.55, 1.95, 1.58)
H (-1.38, 1.67, -0.03)

(2)
The following is a quantum chemistry calculation of a structure of composition C31H67Cl20FN2OS2Si2, from the Open Molecules 2025 dataset.

Properties
- Kohn-Sham gap: 8.48 eV
- LUMO: 0.17 eV
- F_max: 0.0244 hartree/bohr
- E_HOMO: -8.31 eV
- Calculated total energy: -12085.3177 Ha

Atoms and positions in Å:
C (7.73, -2.07, 2.67)
C (6.65, -1.10, 3.14)
C (6.72, 0.21, 2.37)
C (5.42, 0.94, 2.12)
N (4.36, 0.24, 1.36)
C (3.26, -0.31, 2.19)
C (1.96, -0.50, 1.41)
C (0.75, 0.24, 2.00)
C (0.38, 1.51, 1.19)
Si (-1.04, 1.27, 0.01)
C (-1.08, 2.61, -1.30)
C (-2.26, 3.60, -1.31)
C (-3.51, 3.03, -2.01)
C (-2.60, 4.17, 0.08)
O (-2.47, 1.10, 0.85)
Si (-3.79, 0.29, 0.32)
F (-3.58, -0.20, -1.19)
C (-4.33, -1.11, 1.38)
C (-5.68, -1.58, 0.81)
C (-6.51, -2.44, 1.78)
C (-6.20, -3.93, 1.65)
C (-6.76, -4.54, 0.36)
N (-5.78, -4.48, -0.73)
C (4.77, -0.58, 0.34)
S (4.44, -2.17, 0.20)
S (5.57, 0.33, -0.95)
C (7.07, -0.67, -1.22)
C (7.35, -0.91, -2.71)
C (8.84, -0.73, -3.08)
H (7.97, -2.83, 3.42)
H (7.42, -2.61, 1.76)
H (8.66, -1.52, 2.43)
H (5.67, -1.58, 3.05)
H (6.82, -0.92, 4.21)
H (7.33, 0.91, 2.96)
H (7.27, 0.05, 1.44)
H (5.66, 1.86, 1.57)
H (4.97, 1.27, 3.07)
H (3.56, -1.24, 2.68)
H (3.10, 0.43, 2.99)
H (1.74, -1.57, 1.31)
H (2.13, -0.15, 0.39)
H (0.98, 0.54, 3.03)
H (-0.10, -0.45, 2.04)
H (0.24, 2.38, 1.83)
H (1.22, 1.76, 0.54)
H (-0.77, -0.03, -0.67)
H (-0.16, 3.20, -1.17)
H (-1.02, 2.10, -2.27)
H (-1.94, 4.47, -1.90)
H (-3.25, 2.11, -2.54)
H (-4.26, 2.73, -1.27)
H (-3.94, 3.71, -2.75)
H (-3.33, 3.53, 0.60)
H (-1.72, 4.25, 0.73)
H (-3.07, 5.14, -0.03)
H (-4.90, 1.24, 0.25)
H (-3.63, -1.96, 1.39)
H (-4.48, -0.74, 2.40)
H (-6.26, -0.70, 0.51)
H (-5.49, -2.14, -0.11)
H (-6.33, -2.09, 2.80)
H (-7.58, -2.28, 1.57)
H (-6.59, -4.48, 2.51)
H (-5.12, -4.08, 1.65)
H (-7.67, -3.99, 0.09)
H (-7.04, -5.58, 0.58)
H (-5.08, -5.20, -0.66)
H (-6.19, -4.43, -1.65)
H (7.90, -0.16, -0.72)
H (6.90, -1.62, -0.70)
H (7.10, -1.97, -2.91)
H (6.73, -0.27, -3.33)
H (9.02, 0.23, -3.56)
H (9.17, -1.53, -3.75)
H (9.47, -0.79, -2.19)
C (-6.99, -2.73, -4.44)
Cl (-7.25, -1.69, -3.03)
Cl (-6.82, -4.43, -3.98)
H (-7.85, -2.64, -5.09)
H (-6.08, -2.41, -4.93)
C (-5.67, -8.65, 0.37)
Cl (-4.99, -7.64, 1.65)
Cl (-7.35, -9.11, 0.69)
H (-5.64, -8.10, -0.56)
H (-5.08, -9.56, 0.30)
C (-0.35, 3.78, -5.39)
Cl (0.34, 5.01, -4.31)
Cl (-1.93, 3.23, -4.86)
H (-0.45, 4.23, -6.37)
H (0.33, 2.94, -5.41)
C (-6.65, 1.72, -4.35)
Cl (-7.86, 1.83, -5.64)
Cl (-5.02, 1.49, -4.97)
H (-6.67, 2.65, -3.79)
H (-6.90, 0.88, -3.72)
C (-2.81, 8.43, 1.21)
Cl (-3.50, 7.06, 2.09)
Cl (-2.19, 7.94, -0.38)
H (-3.58, 9.17, 1.05)
H (-1.99, 8.82, 1.79)
C (1.80, 6.10, -0.65)
Cl (1.49, 7.39, 0.51)
Cl (1.96, 4.52, 0.12)
H (0.97, 6.06, -1.34)
H (2.73, 6.32, -1.17)
C (-1.34, 0.63, 4.29)
Cl (-0.43, 1.65, 5.40)
Cl (-2.95, 0.22, 4.89)
H (-1.47, 1.16, 3.35)
H (-0.80, -0.29, 4.14)
C (11.99, -2.72, 1.99)
Cl (11.34, -1.23, 2.69)
Cl (11.43, -2.97, 0.33)
H (13.07, -2.64, 1.97)
H (11.67, -3.55, 2.60)
C (-7.55, 2.70, 2.37)
Cl (-8.09, 2.92, 0.69)
Cl (-5.81, 2.52, 2.50)
H (-7.85, 3.57, 2.94)
H (-8.02, 1.81, 2.76)
C (7.47, -4.72, -2.25)
Cl (7.60, -4.69, -4.02)
Cl (9.06, -4.66, -1.47)
H (6.90, -3.86, -1.94)
H (6.99, -5.65, -1.96)

(3)
The following is a quantum chemistry calculation of a cluster of 9 separate species, C26H63BF4N2O14PS5 in total, from the Open Molecules 2025 dataset.

Properties
- Kohn-Sham gap: 9.48 eV
- Total charge: +1
- LUMO: -2.24 eV
- F_max: 0.0822 hartree/bohr
- E_HOMO: -11.72 eV
- Calculated total energy: -4947.9854 Ha

Atoms and positions in Å:
N (1.22, 2.24, 2.19)
H (0.84, 2.30, 3.12)
H (2.21, 2.47, 2.19)
H (0.81, 2.97, 1.62)
H (1.08, 1.29, 1.86)
N (-3.10, -1.52, 1.46)
H (-4.11, -1.52, 1.51)
H (-2.75, -1.25, 2.37)
H (-2.88, -0.73, 0.87)
H (-2.69, -2.40, 1.17)
B (-0.26, -0.34, 0.70)
F (1.02, 0.14, 0.63)
F (-0.79, -0.42, -0.54)
F (-0.16, -1.56, 1.27)
F (-1.02, 0.39, 1.51)
C (-0.11, -3.12, -3.99)
C (-1.35, -3.79, -4.56)
C (-2.29, -2.63, -4.90)
S (-2.05, -1.42, -3.47)
O (-3.07, -1.61, -2.45)
O (-1.89, -0.15, -4.18)
C (-0.45, -2.11, -2.87)
H (0.34, -2.61, -4.84)
H (0.60, -3.88, -3.67)
H (-1.84, -4.45, -3.84)
H (-1.09, -4.41, -5.42)
H (-3.37, -2.78, -5.03)
H (-1.91, -2.09, -5.77)
H (-0.69, -2.56, -1.91)
H (0.29, -1.35, -2.61)
C (-2.81, 2.59, -1.21)
C (-3.52, 2.46, -2.53)
C (-4.55, 1.44, -2.43)
S (-5.07, 1.49, -0.57)
O (-4.78, 0.21, 0.17)
O (-6.38, 2.14, -0.46)
C (-3.85, 2.77, -0.07)
H (-2.07, 3.39, -1.23)
H (-2.23, 1.68, -1.06)
H (-2.72, 2.17, -3.21)
H (-3.88, 3.44, -2.86)
H (-4.13, 0.44, -2.56)
H (-5.38, 1.70, -3.09)
H (-3.52, 2.61, 0.95)
H (-4.43, 3.69, -0.17)
C (0.89, -2.50, 5.28)
C (0.64, -1.13, 5.93)
C (1.99, -0.38, 6.02)
S (2.75, -0.74, 4.40)
O (4.17, -1.02, 4.52)
O (2.32, 0.20, 3.38)
C (1.80, -2.32, 4.11)
H (-0.03, -3.02, 5.01)
H (1.29, -3.16, 6.06)
H (0.20, -1.26, 6.92)
H (-0.03, -0.60, 5.26)
H (2.60, -0.85, 6.79)
H (2.03, 0.71, 6.04)
H (2.58, -3.08, 4.13)
H (1.46, -2.22, 3.08)
C (3.85, -0.35, -1.15)
C (4.32, -0.05, 0.29)
C (4.91, -1.28, 0.99)
S (4.19, -2.77, 0.10)
O (3.36, -3.39, 1.14)
O (5.24, -3.55, -0.51)
C (3.12, -1.72, -1.14)
H (4.75, -0.27, -1.76)
H (3.23, 0.48, -1.47)
H (3.46, 0.19, 0.92)
H (4.98, 0.81, 0.38)
H (4.61, -1.48, 2.02)
H (6.00, -1.28, 0.94)
H (2.19, -1.69, -0.56)
H (3.12, -2.18, -2.12)
C (-0.05, -6.29, 2.72)
C (-1.50, -6.95, 2.68)
C (-2.13, -6.67, 1.26)
S (-1.48, -5.04, 0.70)
O (-2.58, -4.01, 0.80)
O (-0.69, -5.19, -0.53)
C (-0.28, -4.84, 2.21)
H (0.55, -6.86, 2.01)
H (0.42, -6.33, 3.71)
H (-1.98, -6.61, 3.59)
H (-1.45, -8.04, 2.70)
H (-3.21, -6.76, 1.23)
H (-1.68, -7.38, 0.57)
H (-0.79, -4.33, 3.02)
H (0.55, -4.20, 1.89)
C (1.11, 1.90, -3.26)
C (0.76, 2.61, -1.97)
O (0.42, 3.99, -2.09)
P (0.68, 5.02, -0.79)
O (0.32, 4.37, 0.50)
O (2.26, 5.39, -1.12)
C (2.71, 5.70, -2.46)
C (3.52, 7.03, -2.33)
O (-0.18, 6.34, -1.13)
C (-1.59, 6.30, -1.03)
C (-2.00, 7.61, -0.39)
H (2.03, 2.07, -3.81)
H (1.19, 0.85, -3.01)
H (0.40, 2.20, -4.03)
H (-0.06, 1.99, -1.61)
H (1.58, 2.50, -1.26)
H (3.13, 4.81, -2.93)
H (1.90, 5.85, -3.17)
H (4.29, 6.81, -1.59)
H (4.11, 7.33, -3.19)
H (2.82, 7.82, -2.05)
H (-2.19, 6.15, -1.93)
H (-1.96, 5.49, -0.41)
H (-2.98, 7.61, 0.08)
H (-1.30, 7.84, 0.41)
H (-1.85, 8.47, -1.04)

(4)
The following is a quantum chemistry calculation of a cluster of 2 separate species, C28H40N2O2P in total, from the Open Molecules 2025 dataset.

Properties
- Kohn-Sham gap: 5.09 eV
- Total charge: +1
- LUMO: -5.01 eV
- F_max: 0.0368 hartree/bohr
- E_HOMO: -10.10 eV
- Calculated total energy: -1692.0216 Ha

Atoms and positions in Å:
C (5.66, -1.47, 4.06)
C (4.21, -1.94, 3.86)
C (3.95, -1.63, 2.42)
C (5.13, -1.06, 1.88)
O (6.14, -0.93, 2.77)
C (5.22, -0.71, 0.52)
C (4.13, -0.95, -0.28)
C (2.87, -1.41, 0.24)
C (1.69, -1.57, -0.53)
C (1.54, -1.21, -1.90)
C (0.64, -1.95, -2.72)
C (0.50, -1.65, -4.06)
C (1.21, -0.56, -4.61)
O (0.94, -0.32, -5.92)
C (-0.03, -1.35, -6.35)
C (-0.37, -2.22, -5.14)
C (2.09, 0.22, -3.83)
C (2.21, -0.09, -2.50)
C (2.84, -1.79, 1.62)
H (5.73, -0.67, 4.81)
H (6.33, -2.29, 4.34)
H (4.11, -3.01, 4.06)
H (3.51, -1.40, 4.51)
H (6.15, -0.29, 0.14)
H (4.23, -0.78, -1.36)
H (0.90, -2.16, -0.08)
H (0.09, -2.80, -2.29)
H (-0.90, -0.83, -6.77)
H (0.46, -1.93, -7.15)
H (-0.15, -3.28, -5.33)
H (-1.44, -2.14, -4.88)
H (2.63, 1.03, -4.30)
H (2.86, 0.53, -1.87)
H (1.93, -2.23, 2.04)
C (-2.24, 1.71, 4.50)
C (-2.82, 1.17, 3.20)
C (-3.94, 0.18, 3.53)
C (-3.43, 2.34, 2.42)
N (-1.77, 0.45, 2.42)
C (-0.40, 1.00, 2.36)
C (-0.21, 2.08, 1.31)
C (-0.59, 1.64, -0.10)
N (-1.84, 0.90, -0.18)
C (-2.55, 0.86, -1.49)
C (-3.63, 1.95, -1.44)
C (-3.19, -0.51, -1.70)
C (-1.58, 1.11, -2.63)
P (-2.10, -0.30, 0.97)
H (-0.86, -1.06, 0.60)
H (-1.56, 2.55, 4.34)
H (-3.07, 2.08, 5.12)
H (-1.73, 0.92, 5.07)
H (-4.48, -0.15, 2.64)
H (-3.53, -0.69, 4.05)
H (-4.66, 0.67, 4.20)
H (-3.95, 2.00, 1.51)
H (-4.16, 2.84, 3.07)
H (-2.67, 3.08, 2.14)
H (-0.16, 1.38, 3.36)
H (0.30, 0.18, 2.14)
H (-0.81, 2.97, 1.56)
H (0.84, 2.39, 1.31)
H (-0.69, 2.51, -0.75)
H (0.24, 1.03, -0.52)
H (-3.17, 2.93, -1.23)
H (-4.14, 2.00, -2.40)
H (-4.36, 1.74, -0.66)
H (-2.42, -1.30, -1.71)
H (-3.94, -0.76, -0.94)
H (-3.69, -0.51, -2.68)
H (-0.72, 0.42, -2.57)
H (-2.09, 0.92, -3.58)
H (-1.22, 2.15, -2.66)

(5)
The following is a quantum chemistry calculation of the ion C8H8O2P with charge -1, from the Open Molecules 2025 dataset.

Properties
- Kohn-Sham gap (alpha / beta): 4.19 / 4.19 eV
- Total charge: -1
- LUMO (alpha / beta): 1.78 / 1.78 eV
- F_max: 0.0772 hartree/bohr
- E_HOMO (alpha / beta): -2.41 / -2.40 eV
- Calculated total energy: -801.4288 Ha

Atoms and positions in Å:
C (-0.92, -0.69, 2.00)
C (-2.25, -1.02, 1.77)
C (-0.27, -0.22, 0.84)
C (-2.71, -1.16, 0.50)
C (-0.71, -0.22, -0.42)
C (-2.01, -0.74, -0.61)
C (0.14, 0.54, -1.50)
C (1.66, 0.23, -1.33)
O (2.70, 2.66, -0.58)
O (4.03, 0.66, 0.20)
P (2.73, 1.23, -0.17)
H (-0.40, -0.61, 2.98)
H (-2.93, -1.12, 2.57)
H (0.72, 0.26, 0.99)
H (-3.66, -1.47, 0.27)
H (-0.20, 0.15, -2.47)
H (-0.06, 1.66, -1.29)
H (1.87, -0.80, -1.47)
H (2.24, 0.65, -2.30)

(6)
The following is a quantum chemistry calculation of an isolated molecule of C5H6O, from the Open Molecules 2025 dataset.

Properties
- SMILES string: CCC#CC=O
- Kohn-Sham gap: 10.65 eV
- LUMO: 0.58 eV
- F_max: 0.0154 hartree/bohr
- E_HOMO: -10.07 eV
- Calculated total energy: -269.2416 Ha

Atoms and positions in Å:
C (1.58, -0.05, -0.32)
C (0.61, 0.55, 0.70)
C (-0.73, 0.66, 0.16)
C (-1.79, 0.36, -0.38)
C (-2.19, -1.04, -0.10)
O (-1.54, -2.00, -0.46)
H (1.19, -1.02, -0.65)
H (1.66, 0.60, -1.19)
H (2.56, -0.19, 0.12)
H (0.95, 1.50, 1.13)
H (0.49, -0.14, 1.55)
H (-3.07, -1.14, 0.55)

(7)
The following is a quantum chemistry calculation of a structure of composition C19H45AsBr3F6N2O10P2, from the Open Molecules 2025 dataset.

Properties
- Kohn-Sham gap: 6.25 eV
- Total charge: -1
- LUMO: 1.46 eV
- F_max: 0.2914 hartree/bohr
- E_HOMO: -4.79 eV
- Calculated total energy: -12851.7742 Ha

Atoms and positions in Å:
As (0.81, -0.81, -1.33)
F (-0.71, -0.86, -0.21)
F (-0.23, -1.61, -2.69)
F (2.28, -0.74, -2.39)
F (1.73, -0.01, -0.04)
F (1.25, -2.47, -0.77)
F (0.38, 0.84, -2.04)
C (-1.58, -0.21, -2.85)
O (-1.68, -0.87, -3.92)
N (-2.61, -0.14, -1.92)
C (-2.42, 0.78, -0.74)
C (-3.86, -0.98, -2.19)
H (-0.64, 0.29, -2.58)
H (-2.81, 1.77, -0.97)
H (-1.34, 0.93, -0.61)
H (-2.86, 0.58, 0.23)
H (-4.83, -0.48, -2.21)
H (-3.85, -1.49, -3.15)
H (-3.87, -1.81, -1.49)
C (4.22, 1.69, -3.68)
O (4.78, 2.76, -3.95)
N (4.82, 0.54, -3.52)
C (6.32, 0.39, -3.29)
C (4.04, -0.66, -3.20)
H (3.12, 1.55, -3.70)
H (6.84, 1.14, -3.88)
H (6.69, -0.56, -3.68)
H (6.67, 0.38, -2.25)
H (3.59, -0.49, -2.22)
H (3.41, -0.91, -4.05)
H (4.64, -1.56, -3.08)
C (0.33, 2.89, -3.48)
Br (-1.07, 3.04, -4.88)
Br (0.55, 4.52, -2.32)
Br (2.17, 2.46, -4.29)
H (0.01, 2.08, -2.82)
C (-0.65, -6.26, 4.83)
C (-1.63, -6.59, 3.79)
O (-1.42, -6.00, 2.51)
P (-2.56, -5.17, 1.70)
O (-3.76, -5.97, 1.32)
O (-2.79, -3.99, 2.81)
C (-4.06, -3.40, 2.98)
C (-4.67, -3.69, 4.30)
O (-1.69, -4.32, 0.56)
C (-0.42, -3.80, 0.97)
C (-0.44, -2.28, 0.87)
H (-1.26, -6.06, 5.71)
H (0.02, -7.07, 5.12)
H (-0.04, -5.41, 4.53)
H (-1.49, -7.64, 3.55)
H (-2.65, -6.40, 4.12)
H (-3.84, -2.34, 2.86)
H (-4.79, -3.78, 2.26)
H (-4.19, -3.18, 5.13)
H (-5.72, -3.39, 4.31)
H (-4.63, -4.77, 4.39)
H (-0.36, -4.06, 2.02)
H (0.47, -4.18, 0.45)
H (0.43, -1.83, 1.36)
H (-0.08, -2.13, -0.15)
H (-1.36, -1.71, 0.95)
C (0.94, 1.16, 1.14)
C (0.46, 1.54, -0.28)
O (-0.10, 2.78, -0.49)
P (0.50, 4.18, -0.04)
O (0.05, 5.41, -0.72)
O (0.23, 4.24, 1.60)
C (-1.09, 4.39, 2.05)
C (-1.94, 5.47, 1.31)
O (2.13, 3.90, -0.30)
C (3.07, 4.75, 0.40)
C (3.32, 6.17, -0.22)
H (1.57, 0.27, 1.08)
H (1.73, 1.86, 1.40)
H (0.25, 1.04, 1.97)
H (1.36, 1.57, -0.88)
H (-0.19, 0.75, -0.65)
H (-1.61, 3.45, 2.23)
H (-1.09, 4.86, 3.03)
H (-2.97, 5.27, 1.62)
H (-1.71, 6.51, 1.51)
H (-2.18, 5.26, 0.26)
H (2.60, 4.93, 1.36)
H (3.93, 4.13, 0.63)
H (3.59, 6.11, -1.27)
H (2.34, 6.60, -0.05)
H (4.08, 6.82, 0.21)

(8)
The following is a quantum chemistry calculation of a cluster of 2 separate species, C5H10NO3 in total, from the Open Molecules 2025 dataset.

Properties
- Kohn-Sham gap: 6.53 eV
- Total charge: -1
- LUMO: 3.05 eV
- F_max: 0.1518 hartree/bohr
- E_HOMO: -3.48 eV
- Calculated total energy: -476.9952 Ha

Atoms and positions in Å:
C (0.79, 2.88, 0.59)
C (0.84, 2.85, 2.24)
O (0.31, 3.80, 2.68)
O (1.48, 1.97, 2.65)
H (-0.19, 2.69, 0.12)
H (1.45, 2.05, 0.27)
H (1.20, 3.85, 0.32)
C (-0.61, -2.63, -0.92)
C (0.84, -2.10, -1.13)
C (-1.53, -1.55, -0.30)
O (-2.68, -1.73, -0.06)
N (-1.28, -0.14, -0.22)
H (-0.99, -2.73, -2.02)
H (-0.75, -3.58, -0.30)
H (1.38, -2.86, -0.44)
H (1.18, -1.11, -0.70)
H (-2.11, 0.32, 0.07)
H (-0.46, 0.35, -0.59)
H (1.14, -2.32, -2.27)

(9)
The following is a quantum chemistry calculation of an isolated molecule of C5H7N, from the Open Molecules 2025 dataset.

Properties
- SMILES string: Cc1ccc[nH]1
- Kohn-Sham gap: 8.93 eV
- LUMO: 1.03 eV
- F_max: 0.0308 hartree/bohr
- E_HOMO: -7.89 eV
- Calculated total energy: -249.4516 Ha

Atoms and positions in Å:
C (1.90, -0.03, -0.09)
C (0.43, 0.08, 0.10)
C (-0.43, 1.15, 0.24)
C (-1.76, 0.65, 0.19)
C (-1.67, -0.72, 0.00)
N (-0.34, -1.04, 0.04)
H (2.34, -0.70, 0.65)
H (2.15, -0.42, -1.09)
H (2.36, 0.95, 0.01)
H (-0.12, 2.18, 0.30)
H (-2.65, 1.27, 0.28)
H (-2.17, -1.39, -0.66)
H (-0.04, -2.00, 0.03)